Record 1
The following is a DFT calculation (ωB97M-V with the def2-TZVPD basis set) of C16H14N4OS in the gas phase in a non-equilibrium geometry.

## Properties
maximum force: 1.1 eV/Å
electronic energy: -35662.1458 eV
SMILES: Cc1nc2ccccn2c1-c1csc(NCc2ccco2)n1
HOMO energy: -7.16 eV
energy relative to the best compared isomer or geometry (same formula, charge and spin): 12.3 kcal/mol
net charge: 0
frontier orbital gap: 7.79 eV

Each line ends with the Mulliken charge.
Atoms and positions in Å:
1 C 1.16 -0.40 4.06  -1.5579
2 C 1.13 -1.34 2.91  0.8656
3 N 1.30 -2.65 3.11  -0.8070
4 C 1.24 -3.23 1.92  0.2670
5 C 1.36 -4.58 1.57  -0.7317
6 C 1.25 -4.94 0.26  -0.1306
7 C 1.03 -3.96 -0.72  -0.8186
8 C 0.92 -2.64 -0.38  -0.0267
9 N 1.02 -2.28 0.92  0.0357
10 C 0.94 -1.06 1.55  -0.1931
11 C 0.72 0.18 0.86  0.7179
12 C 0.53 1.40 1.46  -0.6723
13 S 0.31 2.64 0.28  -0.1797
14 C 0.50 1.41 -0.96  0.4400
15 N 0.51 1.73 -2.28  -0.1703
16 C -0.05 2.98 -2.74  -1.0676
17 C -1.53 3.09 -2.47  0.5014
18 C -2.54 2.18 -2.59  -0.2991
19 C -3.71 2.83 -2.14  -0.4517
20 C -3.32 4.08 -1.79  -0.4800
21 O -2.00 4.25 -1.97  -0.3115
22 N 0.69 0.22 -0.51  -0.4459
23 H 0.18 0.06 4.21  0.3163
24 H 1.43 -0.96 4.95  0.3485
25 H 1.89 0.39 3.89  0.3859
26 H 1.53 -5.30 2.36  0.4488
27 H 1.34 -5.97 -0.04  0.4165
28 H 0.95 -4.24 -1.76  0.3827
29 H 0.75 -1.84 -1.08  0.4532
30 H 0.49 1.65 2.49  0.3478
31 H 0.41 0.93 -2.89  0.2706
32 H 0.15 3.06 -3.81  0.3846
33 H 0.45 3.80 -2.22  0.4173
34 H -2.46 1.17 -2.95  0.4601
35 H -4.70 2.42 -2.10  0.4160
36 H -3.87 4.92 -1.40  0.4677

Record 2
The following is a DFT calculation (ωB97M-V with the def2-TZVPD basis set) of a molecular structure, C4H18HfO14S2 in a non-equilibrium geometry.

## Properties
maximum force: 6.9 eV/Å
electronic energy: -56063.1051 eV
HOMO energy: -2.04 eV
energy relative to the best compared isomer or geometry (same formula, charge and spin): 554.3 kcal/mol
net charge: -2
frontier orbital gap: 2.01 eV

Each line ends with the Mulliken charge.
Atoms and positions in Å:
1 Hf -4.78 -0.21 -12.67  1.3533
2 C -7.71 4.72 -17.10  -0.8838
3 C -8.06 4.17 -15.72  -0.3459
4 O -7.19 3.13 -15.33  -0.6571
5 H -7.72 3.95 -17.87  0.2526
6 H -6.73 5.18 -16.99  0.2120
7 H -8.37 5.50 -17.49  0.3369
8 H -9.12 3.92 -15.67  0.2340
9 H -8.00 4.95 -14.96  0.2217
10 C -4.07 -4.85 -17.74  -0.9455
11 C -3.85 -3.37 -17.91  -0.3509
12 O -4.12 -2.66 -16.73  -0.7456
13 H -3.45 -5.30 -16.95  0.2632
14 H -3.96 -5.34 -18.71  0.3321
15 H -5.10 -5.09 -17.49  0.2449
16 H -4.51 -3.05 -18.71  0.1911
17 H -2.86 -3.18 -18.33  0.2148
18 S -3.29 1.98 -8.72  1.2093
19 O -3.89 2.38 -9.97  -0.5283
20 O -3.42 0.58 -9.05  -0.5344
21 O -1.89 2.40 -8.68  -0.6707
22 O -4.01 2.34 -7.54  -0.6045
23 S -8.76 0.39 -8.45  1.2504
24 O -7.94 0.09 -9.63  -0.5469
25 O -10.08 -0.17 -8.44  -0.6448
26 O -8.08 0.12 -7.21  -0.3977
27 O -8.79 1.75 -8.11  -0.3992
28 O -8.49 -2.07 -14.05  -0.6216
29 H -9.33 -2.21 -13.61  0.3028
30 H -8.73 -1.85 -14.96  0.3094
31 O -2.01 2.15 -14.21  -0.5945
32 H -1.71 2.96 -13.81  0.2998
33 H -1.56 2.12 -15.06  0.2846
34 O -1.03 -1.90 -12.40  -0.6259
35 H -0.42 -1.46 -11.80  0.3130
36 H -0.46 -2.38 -13.00  0.2961
37 O -5.14 -3.82 -11.26  -0.6020
38 H -5.89 -4.32 -10.96  0.2904
39 H -4.39 -4.41 -11.12  0.2868

Record 3
The following is a DFT calculation (ωB97M-V with the def2-TZVPD basis set) of a molecular structure, C16H21Cl3OSeTc in a non-equilibrium geometry.

## Properties
maximum force: 3.6 eV/Å
electronic energy: -124091.8576 eV
HOMO energy (spin up / spin down): 1.24 / 0.98 eV
spin multiplicity: 4
net charge: -2
frontier orbital gap (spin up / spin down): 4.13 / 4.38 eV

Each line ends with the Mulliken charge.
Atoms and positions in Å:
1 C -0.64 0.87 -2.20  1.0677
2 C -1.43 -0.30 -2.25  0.6434
3 C -0.66 -1.42 -1.86  1.5490
4 C -2.83 -0.36 -2.72  -1.9194
5 C 0.66 -0.95 -1.50  1.2751
6 C 0.69 0.47 -1.78  0.6296
7 C 1.91 1.21 -2.18  -2.2988
8 C -1.08 2.20 -2.67  -2.2260
9 C -1.10 -2.82 -1.91  -1.8791
10 C 1.88 -1.81 -1.51  -2.1409
11 Tc 0.06 0.18 0.22  0.3092
12 Cl -2.18 -0.10 0.86  -0.5347
13 Cl -0.38 2.42 0.65  -0.5251
14 Cl 0.40 -1.83 1.43  -0.4630
15 H -3.35 0.57 -2.51  0.3859
16 H -3.34 -1.18 -2.22  0.3733
17 H -2.84 -0.54 -3.81  0.3213
18 H -1.99 -2.95 -1.27  0.3342
19 H -0.30 -3.48 -1.57  0.3654
20 H -1.38 -3.09 -2.94  0.3150
21 H 1.71 -2.73 -0.96  0.4185
22 H 2.73 -1.29 -1.07  0.4503
23 H 2.15 -2.08 -2.54  0.2860
24 H 2.81 0.68 -1.86  0.4087
25 H 1.89 2.20 -1.72  0.3741
26 H 1.96 1.31 -3.27  0.3247
27 H -2.01 2.51 -2.15  0.4022
28 H -1.33 2.14 -3.75  0.3859
29 H -0.32 2.97 -2.53  0.3420
30 O 2.84 2.22 0.29  -0.6303
31 H 2.76 3.14 0.66  0.1475
32 Se 2.15 0.85 1.55  -0.1177
33 C 1.34 0.39 3.37  0.2176
34 C 0.30 1.18 3.82  -0.5722
35 C -0.45 0.77 4.93  -0.4178
36 C -0.10 -0.40 5.62  -0.4506
37 C 1.00 -1.16 5.19  -0.2024
38 C 1.74 -0.76 4.07  -0.4046
39 H 0.07 2.10 3.28  0.2550
40 H -1.29 1.38 5.26  0.3180
41 H -0.68 -0.71 6.49  0.3043
42 H 1.29 -2.05 5.74  0.3051
43 H 2.59 -1.34 3.72  0.2735

Record 4
The following is a DFT calculation (ωB97M-V with the def2-TZVPD basis set) of a molecular structure, C17H23HfN4Se in a non-equilibrium geometry.

## Properties
maximum force: 1.8 eV/Å
electronic energy: -90590.8027 eV
HOMO energy: -17.11 eV
net charge: +3
frontier orbital gap: 6.55 eV

Each line ends with the Mulliken charge.
Atoms and positions in Å:
1 Hf 0.23 0.13 -0.31  0.7059
2 C 2.92 1.19 -1.26  -0.8713
3 C 3.18 0.47 0.07  -0.4689
4 N 2.02 0.61 1.00  -0.2947
5 C 2.06 -0.42 2.08  -0.9642
6 C 1.70 -1.78 1.51  0.9253
7 C 2.16 -2.97 2.03  -1.0238
8 C 1.78 -4.16 1.40  -0.4103
9 C 0.98 -4.12 0.27  -1.0034
10 C 0.53 -2.90 -0.19  0.8928
11 C -0.40 -2.76 -1.38  -1.0214
12 N -0.46 -1.37 -1.92  -0.3098
13 C 0.46 -1.12 -3.08  -0.8654
14 C 1.83 -0.59 -2.63  -0.5368
15 N 1.67 0.71 -1.91  -0.2396
16 N 0.87 -1.76 0.44  0.1444
17 H 3.78 1.05 -1.91  0.4436
18 H 2.82 2.27 -1.08  0.4014
19 H 4.10 0.88 0.50  0.5132
20 H 3.36 -0.59 -0.10  0.3210
21 H 2.09 1.53 1.45  0.3419
22 H 1.34 -0.15 2.86  0.3812
23 H 3.04 -0.47 2.55  0.5054
24 H 2.81 -2.99 2.89  0.5430
25 H 2.13 -5.11 1.79  0.4788
26 H 0.70 -5.04 -0.24  0.5413
27 H -1.40 -3.06 -1.05  0.4800
28 H -0.11 -3.47 -2.15  0.4732
29 H -1.41 -1.25 -2.28  0.3762
30 H 0.00 -0.39 -3.74  0.4506
31 H 0.61 -2.03 -3.66  0.4403
32 H 2.46 -0.48 -3.51  0.5750
33 H 2.31 -1.31 -1.97  0.3147
34 H 1.42 1.41 -2.62  0.3646
35 Se -1.61 1.53 0.32  0.0881
36 C -3.36 2.68 1.00  0.6381
37 C -3.20 4.03 0.89  -0.3733
38 C -4.31 4.76 1.30  -0.5305
39 C -5.45 4.13 1.78  -0.5443
40 C -5.50 2.74 1.85  -0.4921
41 C -4.42 1.96 1.45  -0.4057
42 H -2.32 4.52 0.51  0.3931
43 H -4.26 5.84 1.24  0.4013
44 H -6.30 4.72 2.10  0.4215
45 H -6.39 2.24 2.22  0.4033
46 H -4.46 0.88 1.50  0.3962